{"formula": "C48H65AlN2O2P3SSi", "method": "ωB97M-V/def2-TZVPD", "symbols": ["Al", "C", "C", "C", "P", "C", "C", "C", "C", "C", "C", "C", "C", "C", "Si", "C", "C", "C", "C", "C", "C", "P", "C", "C", "C", "C", "C", "C", "C", "C", "C", "C", "C", "C", "P", "C", "C", "C", "C", "C", "C", "H", "H", "H", "H", "H", "H", "H", "H", "H", "H", "H", "H", "H", "H", "H", "H", "H", "H", "H", "H", "H", "H", "H", "H", "H", "H", "H", "H", "H", "H", "H", "H", "H", "H", "H", "H", "H", "H", "H", "H", "H", "H", "H", "H", "H", "H", "H", "H", "H", "H", "H", "H", "H", "H", "S", "C", "C", "C", "N", "C", "C", "C", "C", "C", "N", "C", "C", "H", "H", "H", "H", "H", "H", "H", "H", "C", "C", "O", "O", "H", "H", "H"], "coordinates": [[-0.166752, 0.139716, -1.638118], [1.584288, 4.500231, -3.473288], [0.683950, 3.298129, -3.192974], [-0.795778, 3.656947, -3.322353], [0.981454, 2.310039, -1.659678], [2.804480, 2.351420, -1.365015], [3.256807, 3.631125, -0.659185], [3.280255, 1.133718, -0.577244], [0.168257, 3.059885, -0.224995], [-0.089158, 4.432520, -0.181453], [-0.816050, 4.979719, 0.860719], [-1.292124, 4.151414, 1.868410], [-1.021820, 2.792942, 1.833323], [-0.279462, 2.205371, 0.800419], [0.039147, 0.294679, 0.826841], [-1.601803, -0.253136, 1.606027], [-1.689295, -0.625844, 2.948490], [-2.908420, -0.915629, 3.541930], [-4.077384, -0.822517, 2.801452], [-4.018161, -0.437873, 1.471811], [-2.791512, -0.157036, 0.866195], [-2.654618, 0.352737, -0.874505], [-3.413308, 2.044782, -1.058467], [-3.925250, 2.258266, -2.485946], [-4.481111, 2.406307, -0.030149], [-3.644579, -0.842147, -1.875440], [-5.147486, -0.947259, -1.615576], [-2.999426, -2.223448, -1.755452], [1.323039, -0.006319, 2.210855], [1.567604, 1.049019, 3.098366], [2.311309, 0.879546, 4.256758], [2.820106, -0.370035, 4.569538], [2.617236, -1.424006, 3.693417], [1.896038, -1.260688, 2.507675], [1.732004, -2.594394, 1.261336], [3.463199, -3.204001, 0.903389], [4.513780, -3.351751, 2.003394], [4.072280, -2.346048, -0.207023], [0.910449, -4.057917, 2.071484], [1.577285, -4.768740, 3.244514], [-0.525885, -3.685560, 2.432909], [1.350373, 4.887664, -4.466566], [2.643061, 4.244314, -3.463556], [1.422307, 5.313172, -2.765584], [0.901398, 2.542282, -3.959454], [-1.064107, 4.485585, -2.666329], [-1.429813, 2.805542, -3.083435], [-1.013110, 3.958480, -4.348510], [3.236198, 2.315930, -2.372644], [2.849737, 3.663057, 0.352684], [2.951687, 4.540340, -1.173652], [4.345274, 3.637156, -0.580700], [2.943817, 1.186195, 0.459539], [4.371904, 1.112430, -0.565831], [2.926524, 0.190304, -0.993532], [0.275888, 5.080784, -0.966683], [-1.012694, 6.043546, 0.884995], [-1.873059, 4.566177, 2.682540], [-1.401891, 2.165924, 2.632444], [-0.786492, -0.684043, 3.545374], [-2.947773, -1.206364, 4.584244], [-5.034229, -1.037909, 3.258775], [-4.938557, -0.338838, 0.915955], [-2.562608, 2.715684, -0.898684], [-4.874189, 1.746593, -2.646044], [-3.223456, 1.903563, -3.242737], [-4.093280, 3.322755, -2.657325], [-5.363860, 1.771191, -0.121127], [-4.800159, 3.438091, -0.192666], [-4.106156, 2.324625, 0.989220], [-3.492942, -0.478540, -2.896890], [-5.348619, -1.515311, -0.707966], [-5.611591, -1.491992, -2.440040], [-5.643355, 0.019705, -1.536252], [-3.044931, -2.584257, -0.724199], [-1.964647, -2.223383, -2.097903], [-3.529029, -2.937587, -2.387855], [1.162308, 2.031788, 2.894154], [2.477835, 1.720383, 4.918156], [3.382070, -0.524344, 5.481610], [3.035735, -2.388706, 3.935358], [3.249358, -4.197813, 0.487608], [4.809581, -2.374167, 2.387147], [5.406570, -3.816567, 1.576167], [4.194173, -3.961901, 2.843972], [4.302696, -1.349470, 0.177393], [3.403097, -2.236629, -1.060165], [5.009022, -2.785890, -0.556745], [0.872607, -4.764692, 1.230582], [1.669251, -4.109725, 4.109440], [2.562455, -5.154869, 2.991753], [0.964198, -5.619149, 3.552354], [-0.539516, -3.019938, 3.297631], [-1.097544, -4.578188, 2.694486], [-1.041558, -3.172981, 1.617606], [3.334618, -4.730787, -4.228016], [2.433896, -3.384815, -3.479823], [2.712975, -2.068501, -3.837569], [2.001235, -1.054803, -3.236287], [1.068991, -1.284784, -2.302627], [0.793341, -2.548949, -1.966151], [1.442511, -3.623921, -2.542891], [4.477745, -5.014071, -2.880365], [4.132379, -5.819735, -1.805003], [5.059066, -5.991208, -0.787068], [6.267606, -5.434775, -0.790452], [6.596169, -4.688691, -1.840501], [5.740783, -4.444836, -2.907881], [3.470406, -1.842803, -4.574314], [2.168564, -0.018402, -3.505946], [0.026129, -2.694627, -1.218765], [1.170788, -4.631765, -2.263298], [3.169840, -6.311856, -1.761846], [4.817981, -6.610204, 0.070480], [7.590711, -4.257305, -1.831513], [6.054456, -3.824679, -3.736407], [-1.443844, 0.384372, -5.583679], [-1.042920, -0.409962, -4.366993], [-0.916821, -1.616352, -4.373290], [-0.880739, 0.337615, -3.287546], [-1.570405, -0.271472, -6.439404], [-0.683865, 1.137183, -5.798414], [-2.375132, 0.916914, -5.383539]], "atomic_forces_ev_per_a": [[-0.1, 0.0, 0.1], [0.0, 0.0, 0.0], [0.0, 0.0, 0.0], [0.0, 0.0, 0.0], [0.0, 0.0, 0.0], [0.0, 0.0, 0.0], [0.0, 0.0, 0.0], [0.0, 0.0, 0.0], [0.0, 0.0, 0.0], [0.0, 0.0, 0.0], [0.0, 0.0, 0.0], [0.0, 0.0, 0.0], [0.0, 0.0, 0.0], [0.0, 0.0, 0.0], [0.1, -0.1, -0.1], [0.0, 0.0, 0.0], [0.0, 0.0, 0.0], [0.0, 0.0, 0.0], [0.0, 0.0, 0.0], [0.0, 0.0, 0.0], [0.0, 0.0, 0.0], [0.0, 0.0, 0.0], [0.0, 0.0, 0.0], [0.0, -0.1, 0.0], [0.0, 0.0, 0.0], [0.0, 0.0, 0.0], [0.0, 0.0, 0.0], [0.0, 0.0, 0.0], [0.0, 0.1, 0.0], [0.0, 0.0, 0.0], [0.0, 0.0, 0.0], [0.0, 0.0, 0.0], [0.0, 0.0, 0.0], [0.0, -0.1, 0.0], [0.0, -0.1, 0.0], [-0.1, 0.0, 0.0], [0.0, 0.0, 0.0], [0.0, 0.0, 0.0], [0.0, 0.0, 0.0], [0.0, 0.0, 0.0], [0.0, 0.0, 0.0], [0.0, 0.0, 0.0], [0.0, 0.0, 0.0], [0.0, 0.0, 0.0], [0.0, 0.0, 0.0], [0.0, 0.0, 0.0], [0.0, 0.0, 0.0], [0.0, 0.0, 0.0], [0.0, 0.0, 0.0], [0.0, 0.0, 0.0], [0.0, 0.0, 0.0], [0.0, 0.0, 0.0], [0.0, 0.0, 0.0], [0.0, 0.0, 0.0], [0.0, 0.0, 0.0], [0.0, 0.0, 0.0], [0.0, 0.0, 0.0], [0.0, 0.0, 0.0], [0.0, 0.0, 0.0], [0.0, 0.0, 0.0], [0.0, 0.0, 0.0], [0.0, 0.0, 0.0], [0.0, 0.0, 0.0], [0.0, 0.0, 0.0], [0.0, 0.0, 0.0], [0.0, 0.0, 0.0], [0.0, 0.0, 0.0], [0.0, 0.0, 0.0], [0.0, 0.0, 0.0], [0.0, 0.0, 0.0], [0.0, 0.0, 0.0], [0.0, 0.0, 0.0], [0.0, 0.0, 0.0], [0.0, 0.0, 0.0], [0.0, 0.0, 0.0], [0.0, 0.0, 0.0], [0.0, 0.0, 0.0], [0.0, 0.0, 0.0], [0.0, 0.0, 0.0], [0.0, 0.0, 0.0], [0.0, 0.0, 0.0], [0.0, 0.0, 0.0], [0.0, 0.0, 0.0], [0.0, 0.0, 0.0], [0.0, 0.0, 0.0], [0.0, 0.0, 0.0], [0.0, 0.0, 0.0], [0.0, 0.0, 0.0], [0.0, 0.0, 0.0], [0.0, 0.0, 0.0], [0.0, 0.0, 0.0], [0.0, 0.0, 0.0], [0.0, 0.0, 0.0], [0.0, 0.0, 0.0], [0.0, 0.0, 0.0], [0.0, 0.0, 0.0], [0.0, 0.0, 0.0], [0.0, 0.0, 0.0], [0.0, 0.0, 0.0], [-0.1, -0.1, 0.0], [0.1, 0.0, 0.0], [0.0, 0.0, 0.0], [0.0, 0.0, 0.0], [0.0, 0.0, 0.0], [0.0, 0.0, 0.0], [0.0, 0.0, 0.0], [0.0, 0.0, 0.0], [0.0, 0.0, 0.0], [0.0, 0.0, 0.0], [0.0, 0.0, 0.0], [0.0, 0.0, 0.0], [0.0, 0.0, 0.0], [0.0, 0.0, 0.0], [0.0, 0.0, 0.0], [0.0, 0.0, 0.0], [0.0, 0.0, 0.0], [0.0, 0.0, 0.0], [-0.2, -0.1, 0.1], [0.0, 0.0, 0.0], [0.1, 0.1, -0.1], [0.0, 0.0, 0.0], [0.0, 0.0, 0.0], [0.0, 0.0, 0.0]], "charge": 1, "relative_energy_kcal_mol": 0.0, "e_tot_ha": -4082.22022, "largest_force_ev_per_a": 0.212, "homo_energy_ev": -9.75, "homo_lumo_gap_ev": 7.11}